Molecular formula: C70H54N2O2P3SiSn
Method: DFT, the ωB97M-V functional and the def2-TZVPD basis

Properties
Energy relative to the best compared isomer or geometry (same formula, charge and spin) ... 0.00 kcal per mole
Total charge ... -1
Strongest force on any atom ... 0.0219 Eh/bohr
E_tot ... -122116.578 eV
LUMO ... 2.472 eV

Each line ends with the Löwdin charge.
Positions of all 133 atoms, in Å:
Sn -0.4987 -0.6829 -0.5896  1.01
C 1.0481 3.7865 -6.9180  -0.10
C -0.1691 3.1451 -6.7596  -0.09
C -0.5476 2.6575 -5.5230  -0.09
C 0.2802 2.8343 -4.4181  -0.35
C 1.4958 3.4889 -4.5859  -0.11
C 1.8807 3.9597 -5.8257  -0.10
P -0.0346 2.1468 -2.7342  1.08
C -1.1193 0.7878 -3.3065  -0.46
C -2.5010 0.8441 -3.4082  -0.11
C -3.1969 -0.2374 -3.9180  -0.08
C -2.5223 -1.3720 -4.3311  -0.08
C -1.1439 -1.4354 -4.2302  -0.08
C -0.4444 -0.3619 -3.7115  -0.18
C -1.2042 3.3616 -2.0365  -0.38
C -1.9191 4.2795 -2.7937  -0.08
C -2.7834 5.1614 -2.1686  -0.09
C -2.9290 5.1233 -0.7925  -0.09
C -2.1926 4.2203 -0.0415  -0.10
C -1.3066 3.3414 -0.6421  -0.33
Si -0.2582 1.9984 0.2411  0.57
C -0.6114 2.2029 2.1483  -0.26
C -0.4694 3.3919 2.8591  -0.09
C -0.7878 3.4775 4.2043  -0.08
C -1.2903 2.3703 4.8731  -0.08
C -1.4099 1.1704 4.1991  -0.12
C -1.0382 1.0824 2.8578  -0.39
P -1.1946 -0.5264 2.0096  1.01
C -2.9465 -0.8677 2.4064  -0.33
C -3.8284 0.2082 2.3894  -0.10
C -5.1802 0.0157 2.5926  -0.08
C -5.6740 -1.2596 2.8096  -0.09
C -4.8070 -2.3371 2.8160  -0.08
C -3.4513 -2.1449 2.6135  -0.07
C -0.3347 -1.7275 3.0768  -0.33
C -0.3230 -3.0346 2.5959  -0.13
C 0.3293 -4.0339 3.2883  -0.08
C 0.9959 -3.7361 4.4668  -0.09
C 1.0229 -2.4332 4.9297  -0.09
C 0.3647 -1.4297 4.2377  -0.09
C 1.4366 2.9207 0.3089  -0.30
C 1.5637 4.3057 0.3285  -0.11
C 2.7843 4.9102 0.5797  -0.09
C 3.9062 4.1350 0.8279  -0.09
C 3.8128 2.7585 0.7517  -0.09
C 2.5908 2.1588 0.4726  -0.39
P 2.4452 0.3394 0.2575  1.04
C 3.4454 0.1601 -1.2547  -0.33
C 3.5069 1.1998 -2.1813  -0.10
C 4.1314 1.0220 -3.4015  -0.09
C 4.7018 -0.1994 -3.7218  -0.10
C 4.6275 -1.2458 -2.8167  -0.09
C 3.9934 -1.0744 -1.5987  -0.10
C 3.5701 -0.1045 1.6126  -0.37
C 3.0063 0.1110 2.8676  -0.10
C 3.7110 -0.1773 4.0170  -0.09
C 4.9976 -0.6874 3.9249  -0.10
C 5.5648 -0.8988 2.6801  -0.10
C 4.8591 -0.6096 1.5241  -0.09
H 1.3495 4.1455 -7.8909  0.09
H -0.8295 3.0171 -7.6054  0.10
H -1.4895 2.1350 -5.4153  0.10
H 2.1406 3.6157 -3.7273  0.09
H 2.8349 4.4528 -5.9411  0.10
H -3.0328 1.7346 -3.1074  0.11
H -4.2744 -0.1945 -3.9887  0.11
H -3.0777 -2.2034 -4.7410  0.10
H -0.6155 -2.3163 -4.5632  0.11
H 0.6379 -0.3846 -3.6528  0.10
H -1.8050 4.3144 -3.8693  0.10
H -3.3500 5.8744 -2.7531  0.10
H -3.6129 5.8041 -0.3022  0.10
H -2.3042 4.1963 1.0343  0.09
H -0.0931 4.2680 2.3510  0.09
H -0.6581 4.4119 4.7354  0.10
H -1.5846 2.4412 5.9120  0.10
H -1.8127 0.3001 4.7020  0.11
H -3.4452 1.2038 2.2217  0.11
H -5.8482 0.8667 2.5787  0.11
H -6.7333 -1.4090 2.9699  0.10
H -5.1854 -3.3380 2.9746  0.10
H -2.7887 -2.9948 2.6238  0.09
H -0.8030 -3.2439 1.6498  0.10
H 0.3384 -5.0430 2.9009  0.11
H 1.5132 -4.5160 5.0069  0.10
H 1.5681 -2.1918 5.8320  0.10
H 0.4090 -0.4129 4.6008  0.09
H 0.6932 4.9207 0.1374  0.10
H 2.8638 5.9900 0.5911  0.09
H 4.8563 4.6026 1.0580  0.10
H 4.6897 2.1416 0.9055  0.11
H 3.0534 2.1513 -1.9400  0.08
H 4.1668 1.8365 -4.1126  0.09
H 5.1880 -0.3374 -4.6786  0.09
H 5.0599 -2.2037 -3.0715  0.10
H 3.9081 -1.9056 -0.9137  0.10
H 2.0002 0.5090 2.9121  0.10
H 3.2585 -0.0064 4.9836  0.10
H 5.5561 -0.9116 4.8236  0.09
H 6.5706 -1.2882 2.6058  0.10
H 5.3224 -0.7660 0.5598  0.10
O 0.2606 -3.2406 -1.2775  -0.25
N 1.1531 -3.8757 -0.6556  -0.06
N 1.7857 -3.2876 0.2962  -0.25
O 1.6169 -2.0541 0.6730  -0.32
C 2.6831 -4.1062 1.0024  -0.18
C 2.9715 -5.3912 0.5425  -0.03
C 3.8202 -6.2045 1.2636  -0.10
C 4.4034 -5.7440 2.4355  -0.11
C 4.1283 -4.4611 2.8810  -0.09
C 3.2696 -3.6405 2.1745  -0.03
H 2.5269 -5.7262 -0.3798  0.10
H 4.0250 -7.2044 0.9069  0.09
H 5.0766 -6.3846 2.9882  0.09
H 4.5822 -4.0904 3.7900  0.10
H 3.0413 -2.6402 2.5099  0.10
C -5.4173 -3.8612 -1.2278  -0.10
C -4.0235 -4.0278 -1.2106  -0.09
C -3.1989 -2.9504 -1.0370  -0.05
C -3.7132 -1.6477 -0.8689  -0.21
C -2.8478 -0.5369 -0.6714  -0.28
C -3.4611 0.6888 -0.5549  -0.19
C -4.8462 0.8723 -0.6190  -0.09
C -5.6743 -0.1967 -0.7881  -0.06
C -5.1251 -1.4857 -0.9085  -0.19
C -5.9520 -2.6131 -1.0803  -0.05
H -6.0643 -4.7207 -1.3621  0.09
H -3.6130 -5.0211 -1.3466  0.10
H -2.1211 -3.0765 -1.0530  0.07
H -2.8529 1.5694 -0.4247  0.05
H -5.2476 1.8739 -0.5202  0.10
H -6.7506 -0.0809 -0.8278  0.10
H -7.0249 -2.4602 -1.1058  0.10

Force components x, y, z for each atom (eV/Å):
Sn -0.3 0.4 -0.2
C 0.0 0.1 -0.1
C -0.1 0.0 -0.2
C 0.0 0.0 0.1
C 0.2 0.0 0.3
C -0.1 0.0 0.1
C 0.1 0.1 -0.1
P -0.2 -0.1 -0.7
C 0.1 0.1 0.2
C 0.1 0.1 -0.2
C -0.2 0.0 -0.2
C -0.2 0.0 -0.1
C 0.2 -0.1 -0.2
C 0.0 0.0 -0.2
C 0.1 0.1 -0.3
C 0.0 0.0 0.0
C -0.2 0.2 0.0
C -0.1 0.1 0.1
C -0.1 0.1 0.2
C 0.1 -0.4 0.2
Si 0.2 0.7 0.5
C -0.1 -0.5 -0.6
C 0.0 0.2 0.2
C 0.0 0.1 -0.1
C 0.0 -0.2 0.1
C 0.0 0.1 0.2
C 0.1 -0.1 0.0
P -0.1 -0.1 0.6
C -0.1 0.0 -0.1
C 0.0 0.0 0.1
C -0.1 0.1 0.1
C -0.1 0.0 0.0
C -0.1 -0.1 0.0
C 0.1 0.0 0.0
C 0.1 0.1 -0.1
C 0.0 0.0 0.0
C -0.2 -0.2 0.0
C 0.0 0.0 0.1
C 0.1 -0.1 0.1
C -0.1 0.1 -0.1
C -0.2 -0.6 -0.3
C -0.1 0.2 -0.1
C -0.1 0.2 0.0
C 0.3 0.0 0.0
C 0.1 0.2 0.0
C 0.3 -0.1 0.0
P 0.1 0.7 0.3
C -0.2 -0.2 -0.1
C 0.1 0.1 0.1
C 0.0 0.0 -0.2
C 0.0 0.0 -0.1
C 0.1 -0.1 -0.1
C -0.1 0.0 0.0
C 0.0 -0.1 0.0
C 0.1 -0.1 -0.1
C 0.0 0.0 0.1
C 0.1 0.0 0.1
C 0.2 0.0 0.1
C -0.1 0.1 -0.1
H 0.0 0.0 -0.1
H 0.0 0.0 -0.1
H 0.0 0.0 0.0
H 0.1 0.0 0.1
H 0.1 0.1 0.0
H 0.0 0.1 0.1
H -0.1 0.0 0.0
H 0.0 -0.1 0.0
H 0.1 -0.1 0.1
H 0.0 -0.1 0.1
H 0.0 0.0 0.0
H 0.0 0.0 0.0
H 0.0 0.0 0.0
H -0.1 0.1 0.1
H 0.0 0.1 0.0
H 0.0 0.1 0.0
H 0.0 0.0 0.1
H 0.0 0.0 0.1
H -0.1 0.1 0.0
H 0.0 0.0 0.0
H -0.1 0.0 0.0
H 0.0 0.0 0.0
H 0.0 -0.1 0.0
H 0.0 -0.1 -0.1
H 0.0 -0.1 0.0
H 0.1 -0.1 0.0
H 0.0 0.0 0.1
H 0.0 0.0 0.0
H -0.1 0.1 0.0
H 0.0 0.1 0.0
H 0.0 0.0 0.0
H 0.1 0.0 0.0
H 0.0 0.0 0.0
H 0.0 0.1 0.0
H 0.0 0.0 0.0
H 0.0 -0.1 0.0
H 0.0 -0.1 0.1
H -0.1 0.0 0.1
H 0.0 0.0 0.1
H 0.0 0.0 0.0
H 0.1 -0.1 0.0
H 0.0 0.0 0.0
O 0.6 0.0 0.6
N -0.5 -0.7 -0.7
N -0.5 0.4 -0.3
O -0.1 -0.1 -0.1
C 0.6 -0.6 0.4
C 0.1 0.0 -0.1
C 0.0 0.0 0.0
C 0.1 -0.1 0.2
C 0.1 -0.2 0.0
C -0.2 0.3 -0.4
H 0.0 -0.1 0.0
H 0.1 -0.1 0.0
H 0.0 0.0 0.1
H 0.0 0.0 0.1
H 0.0 0.0 0.0
C -0.3 0.0 0.0
C 0.3 -0.2 0.0
C 0.2 -0.3 0.0
C -0.1 0.0 0.1
C 0.1 0.3 0.0
C 0.4 -0.1 0.0
C -0.4 0.1 -0.1
C -0.1 0.3 0.0
C 0.2 0.0 0.0
C -0.2 -0.2 -0.1
H 0.0 0.0 0.0
H 0.1 0.0 0.0
H 0.0 -0.1 0.0
H 0.0 0.1 0.1
H -0.1 0.1 0.0
H -0.1 0.0 0.0
H -0.1 0.0 0.0